[1]
The following is a DFT calculation (wB97M-V/def2-TZVPD) of a cluster of 2 separate species, C2H5N3OS in total.

Geometry (Å):
C: 0.361 -0.403 0.918
C: -0.898 1.121 -0.619
H: 1.021 -2.496 0.953
H: 0.441 -0.837 -1.109
H: -0.539 1.232 1.409
H: -1.665 1.940 -0.404
H: -0.767 1.743 -2.250
N: 0.601 -1.080 -0.206
N: -0.661 0.547 0.600
N: -0.381 0.878 -1.757
O: 1.697 -2.032 -0.098
S: 0.790 -0.614 2.562

The value obtained for the LUMO energy is 0.335 eV. As for the net charge: 0. Its HOMO energy is -0.3345 Eh.

[2]
The following is a DFT calculation (wB97M-V/def2-TZVPD) of the molecule C2H5N3OS.

Geometry (Å):
H: 2.013 1.406 1.129
N: 1.336 0.989 1.740
C: 0.391 0.494 0.841
N: 0.861 0.357 -0.453
O: 0.164 -0.031 -1.622
C: -0.734 -1.001 -1.211
S: -1.826 -0.353 -0.039
N: -0.734 -0.078 1.121
H: 1.304 1.418 -0.618
H: -0.376 -1.952 -0.810
H: -1.343 -1.257 -2.191
H: -1.056 0.008 2.113

The SMILES is [H]/N=C1\NOCSN1. The value obtained for the LUMO energy is 0.560 eV. As for the net charge: 0. Its HOMO energy is -0.3044 Eh.